(1)
Formula: C5H8
Source: the OMol25 dataset
Level of theory: ωB97M-V/def2-TZVPD

```
13
Properties=species:S:1:pos:R:3:nbo_charge:R:1
C 0.23 1.28 -0.31 -0.6707
C 0.92 0.26 0.52 -0.0437
C 1.02 -1.15 0.01 -0.5546
C -1.51 -1.12 0.16 -0.5585
C -0.42 -1.75 0.03 0.1329
H 1.30 0.58 1.44 0.1853
H 0.50 2.28 -0.07 0.2230
H 1.37 -1.22 -1.01 0.2345
H -1.65 0.03 0.22 0.1846
H -2.42 -1.62 0.26 0.2158
H -0.91 1.14 -0.23 0.2032
H 0.35 1.19 -1.38 0.2181
H 1.63 -1.79 0.81 0.2302
```

Values from the calculation:
HOMO-LUMO gap (alpha / beta)   0.3279 / 0.2848 Eh
LUMO level (alpha / beta)   0.367 / -0.167 eV
Total charge   0
Largest force on an atom   3.21 eV Å⁻¹
Energy   -5309.3848 eV
Energy above the lowest of the compared OMol25 structures with the same formula, charge and spin   110.3 kcal per mole
Multiplicity   1

=====

(2)
Formula: C5H8
Source: the OMol25 dataset
Level of theory: ωB97M-V/def2-TZVPD

```
13
Properties=species:S:1:pos:R:3:lowdin_spin:R:1
C 2.50 0.08 0.70 0.1087
C -1.16 0.06 -0.17 0.7748
C -2.51 0.37 0.12 0.1670
C 1.67 0.18 -0.30 0.0542
C -0.50 -0.83 -0.64 0.7419
H 2.53 0.72 1.60 0.0080
H -2.90 0.60 -0.92 0.0076
H -3.00 -0.52 0.58 0.0354
H 0.28 -1.51 -0.94 0.0330
H 3.17 -0.81 0.82 0.0065
H 0.92 0.89 -0.46 0.0271
H 1.71 -0.43 -1.22 0.0053
H -2.70 1.20 0.83 0.0306
```

Values from the calculation:
HOMO-LUMO gap (alpha / beta)   0.2458 / 0.2783 Eh
LUMO level (alpha / beta)   1.337 / -2.368 eV
Total charge   0
Largest force on an atom   11.71 eV Å⁻¹
Energy   -5305.9120 eV
Energy above the lowest of the compared OMol25 structures with the same formula, charge and spin   81.7 kcal per mole
Multiplicity   3

=====

(3)
Formula: C5H8BF3N2O3
Source: the OMol25 dataset
Level of theory: ωB97M-V/def2-TZVPD

```
22
Properties=species:S:1:pos:R:3:nbo_charge:R:1
F -1.29 -2.81 -1.20 -0.3728
F -1.40 -2.29 0.91 -0.3862
F 0.49 -2.94 0.08 -0.3766
O -3.67 0.49 0.79 -0.9058
O -1.60 0.51 1.92 -0.9329
O -1.76 0.36 -0.40 -0.6835
N 1.76 0.37 -0.17 -0.2017
N 0.53 0.30 0.36 -0.4422
C 0.30 0.19 -1.85 -0.3855
C 2.80 1.28 0.32 -0.4188
C -0.63 -2.19 -0.20 0.7050
C -0.45 0.05 -0.64 0.5034
C 1.58 0.26 -1.48 0.0552
B -2.35 0.42 0.79 1.2692
H 0.28 -0.06 1.27 0.4338
H 3.04 1.07 1.37 0.2118
H 2.37 0.51 -2.15 0.2139
H 0.00 0.29 -2.89 0.2474
H -4.23 0.09 0.11 0.5173
H 3.74 1.35 -0.20 0.2310
H -1.87 0.44 2.84 0.5228
H 2.34 2.34 0.42 0.1954
```

Values from the calculation:
HOMO-LUMO gap (alpha / beta)   0.2764 / 0.2763 Eh
LUMO level (alpha / beta)   0.454 / 0.454 eV
Total charge   0
Largest force on an atom   3.68 eV Å⁻¹
Energy   -23266.4451 eV
Energy above the lowest of the compared OMol25 structures with the same formula, charge and spin   35.2 kcal per mole
Multiplicity   1

=====

(4)
Formula: C5H8BiO3
Source: the OMol25 dataset
Level of theory: ωB97M-V/def2-TZVPD

```
17
Properties=species:S:1:pos:R:3:nbo_charge:R:1
Bi 1.53 1.78 -0.92 2.0066
O 1.52 0.42 0.48 -0.8610
O -0.13 -0.52 -0.91 -0.5687
O -0.38 1.71 -1.06 -0.7890
C 1.03 -1.30 -1.05 -0.1019
C -1.97 0.39 0.21 -0.4786
C -0.56 0.64 -0.25 0.4930
C -1.42 1.11 1.43 -0.3532
C 1.84 -0.92 0.18 -0.1078
H -1.87 2.10 1.58 0.2312
H 0.75 -2.36 -1.06 0.2373
H -1.34 0.44 2.31 0.2291
H 1.45 -1.51 1.03 0.2162
H -2.70 0.97 -0.37 0.2275
H 2.91 -1.15 0.07 0.2045
H 1.52 -1.10 -2.01 0.1725
H -2.17 -0.68 0.35 0.2424
```

Values from the calculation:
HOMO-LUMO gap (alpha / beta)   0.1868 / 0.1868 Eh
LUMO level (alpha / beta)   -6.836 / -6.836 eV
Total charge   +1
Largest force on an atom   6.61 eV Å⁻¹
Energy   -17283.1679 eV
Energy above the lowest of the compared OMol25 structures with the same formula, charge and spin   45.2 kcal per mole
Multiplicity   1

=====

(5)
Formula: C5H8Br
Source: the OMol25 dataset
Level of theory: ωB97M-V/def2-TZVPD

```
14
Properties=species:S:1:pos:R:3:lowdin_spin:R:1
Br -1.94 -0.21 2.08 0.0012
C 1.64 1.56 -1.14 0.0130
C -1.07 -1.75 0.78 0.1295
C -0.39 -0.99 -0.19 0.5914
C 1.04 1.05 -0.06 0.0308
C -0.33 0.44 -0.14 0.1079
H 2.66 1.95 -1.16 0.0010
H -1.01 0.61 0.98 0.0000
H 1.53 0.98 0.92 0.0004
H -0.44 -2.32 1.48 0.0330
H 0.08 -1.54 -1.00 0.0282
H -0.91 0.95 -0.91 0.0345
H -1.94 -2.33 0.44 0.0274
H 1.08 1.59 -2.09 0.0017
```

Values from the calculation:
HOMO-LUMO gap (alpha / beta)   0.2906 / 0.3029 Eh
LUMO level (alpha / beta)   0.033 / -0.030 eV
Total charge   0
Largest force on an atom   5.61 eV Å⁻¹
Energy   -75352.4867 eV
Energy above the lowest of the compared OMol25 structures with the same formula, charge and spin   71.8 kcal per mole
Multiplicity   2

=====

(6)
Formula: C5H8Br2O2S
Source: the OMol25 dataset
Level of theory: ωB97M-V/def2-TZVPD

```
18
Properties=species:S:1:pos:R:3:nbo_charge:R:1
Br 1.24 1.65 -0.07 -0.0250
Br 0.16 -1.76 2.68 0.1578
S -0.84 -1.03 -0.11 2.1398
O -0.17 -1.14 -1.37 -0.9309
O -1.61 -2.12 0.30 -0.9410
C 0.23 0.74 1.45 -0.3176
C 0.32 -0.66 1.17 -0.3528
C 2.54 -1.91 -0.24 -0.4606
C -1.24 1.15 1.38 -0.4504
C -1.78 0.57 0.10 -0.6430
H 1.69 -2.25 -0.86 0.2053
H -1.55 2.17 1.41 0.2483
H 2.90 -2.36 0.69 0.1800
H -1.76 0.56 2.13 0.2304
H -2.85 0.30 -0.09 0.2636
H 0.78 1.09 2.39 0.2716
H 2.74 -0.88 -0.48 0.1764
H -1.48 1.17 -0.77 0.2481
```

Values from the calculation:
HOMO-LUMO gap (alpha / beta)   0.3404 / 0.2576 Eh
LUMO level (alpha / beta)   -0.047 / -1.712 eV
Total charge   0
Largest force on an atom   3.45 eV Å⁻¹
Energy   -160325.0215 eV
Energy above the lowest of the compared OMol25 structures with the same formula, charge and spin   107.0 kcal per mole
Multiplicity   1

=====

(7)
Formula: C5H8BrCl
Source: the OMol25 dataset
Level of theory: ωB97M-V/def2-TZVPD

```
15
Properties=species:S:1:pos:R:3:nbo_charge:R:1
Br 2.37 0.85 -0.45 0.0140
Cl -1.87 1.34 -1.21 -0.0991
C 0.94 -2.11 -0.73 -0.6589
C 0.48 0.30 -0.32 -0.0577
C -0.44 1.37 -0.03 -0.2232
C -0.95 1.33 1.41 -0.5987
C 0.03 -0.96 -0.48 -0.1963
H 1.95 -1.89 -0.70 0.2314
H -0.12 1.49 2.04 0.2227
H -1.09 -0.96 -0.41 0.2374
H 0.66 -2.92 -0.07 0.2260
H -1.53 2.20 1.49 0.2187
H 0.14 2.28 -0.22 0.2351
H -1.57 0.30 1.46 0.2186
H 1.01 -2.62 -1.77 0.2299
```

Values from the calculation:
HOMO-LUMO gap   0.3623 Eh
LUMO level   0.608 eV
Total charge   0
Largest force on an atom   3.70 eV Å⁻¹
Energy   -87878.3182 eV
Energy above the lowest of the compared OMol25 structures with the same formula, charge and spin   3.4 kcal per mole
Multiplicity   1
SMILES string   C/C=C(\Br)[C@H](C)Cl

=====

(8)
Formula: C5H8BrN
Source: the OMol25 dataset
Level of theory: ωB97M-V/def2-TZVPD

```
15
Properties=species:S:1:pos:R:3:nbo_charge:R:1
Br 3.40 -0.34 0.00 -0.9248
N -0.24 0.11 0.09 -0.3248
C 0.31 1.25 -0.11 0.5075
C 1.01 2.31 -0.30 -0.4340
C 0.14 -0.61 1.28 -0.4463
C -1.74 -1.58 -0.79 -0.3583
C -1.10 -0.42 -0.87 -0.0241
H -1.66 -2.26 0.03 0.2123
H 1.14 -1.05 1.12 0.3035
H -2.38 -1.88 -1.60 0.2279
H 2.02 2.24 -0.69 0.3295
H -1.21 0.22 -1.73 0.2244
H -0.58 -1.38 1.51 0.2126
H 0.22 0.08 2.12 0.2318
H 0.66 3.30 -0.06 0.2627
```

Values from the calculation:
HOMO-LUMO gap   0.2251 Eh
LUMO level   -1.188 eV
Total charge   0
Largest force on an atom   2.57 eV Å⁻¹
Energy   -76844.0405 eV
Energy above the lowest of the compared OMol25 structures with the same formula, charge and spin   52.1 kcal per mole
Multiplicity   1